Entry w
The following is a DFT calculation (ωB97M-V with the def2-TZVPD basis set) of C4H5NO2 in the gas phase.

Each line ends with the Mulliken charge.
Atoms and positions in Å:
O  2.4584  -0.4035  0.2740  -0.27
C  1.4541  -0.1733  -0.5442  -0.95
C  0.1703  -0.6153  0.0458  0.82
C  -0.4542  0.5889  0.8165  -0.53
N  -1.6561  0.9268  0.0561  -0.51
C  -1.6840  0.1319  -0.9269  0.07
O  -0.7303  -0.8120  -1.0595  -0.36
H  3.1448  -0.0065  -0.2729  0.49
H  0.2168  -1.5393  0.6308  0.31
H  -0.6986  0.3244  1.8484  0.30
H  0.2141  1.4590  0.8414  0.26
H  -2.4355  0.1190  -1.7096  0.38

HOMO level: -0.3318 hartree
Kohn-Sham gap: 0.3546 Eh
LUMO: 0.0229 Ha

---

Entry x
The following is a DFT calculation (ωB97M-V with the def2-TZVPD basis set) of C4H5NO2 in the gas phase.

Each line ends with the Mulliken charge.
Atoms and positions in Å:
O  -1.0115  2.1630  0.6482  -0.53
C  -0.9364  1.1314  0.0218  0.16
C  -0.6299  -0.2285  0.6122  -0.14
C  -0.2033  -1.3237  -0.2356  -0.34
N  0.8861  -0.7200  0.5471  -0.46
C  1.5476  0.3256  -0.1225  0.15
O  0.9712  1.1771  -0.7680  -0.43
H  -1.3580  0.9823  -0.9837  0.29
H  -1.2714  -0.4196  1.4776  0.35
H  -0.1940  -1.1810  -1.3110  0.25
H  -0.4310  -2.3236  0.1108  0.26
H  2.6309  0.4170  0.0031  0.43

SMILES: O=C[C@H]1CN1C=O
HOMO level: -0.3544 hartree
Kohn-Sham gap: 0.3672 Eh
LUMO: 0.0128 Ha

---

Relative energies, kJ/mol: entry w 59.1; entry x 0.0.